# 1
Formula: C5H38N2O14
Source: OMol25
Level of theory: ωB97M-V/def2-TZVPD

Last column: Mulliken charge in e.
Element x y z (Å)
O -0.655 -0.574 5.434  -0.631
O 2.961 3.230 -0.585  -0.601
O 2.085 2.573 2.722  -0.552
O -0.695 3.570 1.303  -0.565
O 1.905 -2.525 -0.278  -0.854
O 0.260 -2.563 2.912  -0.546
O -3.388 3.340 -0.654  -0.630
O 1.521 -5.065 -0.137  -0.636
O 1.638 -0.050 3.053  -0.575
O 4.117 0.291 -1.316  -0.576
O -2.425 1.320 -3.061  -0.546
O -2.171 -2.029 3.061  -0.595
O 2.224 -0.346 0.389  -0.630
O 0.665 3.560 -2.309  -0.580
N 0.986 -1.230 -2.555  -0.394
N -0.628 -0.420 -0.128  -0.058
C -2.638 -1.474 -1.220  -1.532
C -0.426 -1.213 -2.460  -0.355
C -3.445 -0.316 -1.527  -0.043
C -1.143 -1.116 -1.310  1.116
C -3.251 0.153 -2.928  -0.655
H -0.842 -1.419 -3.495  0.205
H 1.392 -0.947 -1.634  -0.024
H 0.378 -0.393 0.074  0.022
H -2.836 -0.581 -3.455  0.350
H -3.049 0.598 -0.965  0.088
H -1.390 -1.175 5.304  0.333
H 1.784 -4.825 -1.039  0.296
H 0.197 -0.978 5.049  0.282
H 0.146 2.980 -2.804  0.251
H 4.976 0.472 -1.685  0.262
H 1.940 -4.419 0.507  0.369
H 2.691 -1.128 0.070  0.232
H 2.174 3.717 -1.011  0.353
H -1.636 -2.229 2.280  0.244
H 3.679 1.009 -0.977  0.287
H -1.670 1.288 -2.498  0.260
H 2.377 0.571 3.127  0.333
H 1.492 2.202 3.379  0.279
H 0.497 -2.236 3.729  0.160
H 1.051 -2.954 -0.186  0.426
H -2.748 2.795 -1.288  0.332
H -1.892 -1.159 3.188  0.371
H 0.611 -2.076 2.309  0.376
H -1.021 2.716 1.517  0.296
H -0.940 3.735 0.398  0.265
H -2.740 -2.338 -1.732  0.566
H 2.670 0.429 0.510  0.147
H 1.847 3.446 2.778  0.258
H -4.227 3.541 -1.049  0.284
H 1.689 -0.188 2.138  0.364
H 1.466 3.538 -2.729  0.297
H -4.299 0.433 -3.294  0.315
H 1.556 -0.717 -3.213  0.249
H 2.441 -2.781 -1.176  0.332
H -4.509 -0.519 -1.286  0.328
H -0.995 -0.869 0.644  -0.068
H 2.998 3.300 0.328  0.271
H -2.750 -1.954 -0.220  0.445

Energy above the lowest of the compared OMol25 structures with the same formula, charge and spin: 9.294 eV
Largest force on an atom: 8.5 eV/Å
2S+1: 1
LUMO level: -0.08 eV



# 2
Formula: C5H38NO12S2
Source: OMol25
Level of theory: ωB97M-V/def2-TZVPD

Last column: Mulliken charge in e.
Element x y z (Å)
S 0.479 0.861 0.660  0.454
S 2.069 2.031 0.713  -0.148
O 1.129 1.097 -2.241  -0.572
O 1.445 -2.390 0.743  -0.618
O -0.648 -1.847 2.274  -0.567
O 1.269 -2.112 -3.757  -0.773
O -2.755 2.492 -2.176  -0.609
O -1.126 -1.707 -4.899  -0.573
O 0.308 2.970 4.031  -0.552
O 0.117 -3.242 -1.581  -0.554
O 0.500 -0.459 4.695  -0.551
O -1.065 1.043 -3.749  -0.646
O 2.726 -0.874 -1.272  -0.436
O -1.808 -1.544 -2.413  -0.663
N -2.502 0.323 -0.505  0.054
C 3.557 0.299 2.409  -0.761
C -2.127 0.863 0.914  0.149
C -0.962 1.893 0.840  -0.691
C -3.393 1.263 1.624  -1.501
C 3.188 1.770 2.112  -0.435
H 4.067 -0.021 3.389  0.360
H -1.300 -2.124 -1.846  0.351
H 0.856 -3.110 -0.983  0.270
H 2.884 2.123 3.139  0.156
H -3.246 -0.275 -0.293  0.451
H 1.727 1.739 -2.648  0.203
H 4.059 2.405 2.094  0.474
H -0.304 -1.994 -4.912  0.293
H 2.242 -2.761 1.162  0.280
H 4.258 -0.083 1.747  0.317
H -0.915 -2.511 1.775  0.258
H -1.730 -0.110 -1.105  0.181
H -1.342 0.187 -4.275  0.302
H 1.409 -0.527 5.095  0.310
H -2.024 2.296 -2.735  0.320
H 0.165 -4.147 -1.780  0.260
H 1.504 0.285 -2.347  0.291
H 0.961 -1.717 1.348  0.279
H 0.569 -2.397 -3.077  0.527
H 0.767 3.511 4.659  0.296
H 1.774 -1.437 -3.289  0.265
H 0.646 2.113 4.102  0.280
H -1.718 -0.068 1.349  0.084
H 3.533 -0.392 -1.220  0.306
H -3.109 1.618 2.638  0.406
H -3.950 2.158 1.167  0.320
H 2.633 -0.341 2.374  0.017
H -2.846 1.129 -1.053  0.282
H 2.421 -0.940 -0.462  0.162
H -2.066 -2.026 -3.227  0.272
H -0.474 -2.125 3.223  0.239
H -1.302 2.696 0.123  0.289
H -1.074 2.522 1.814  0.301
H -4.191 0.461 1.573  0.398
H -0.222 0.933 -3.415  0.418
H -1.667 -2.360 -5.268  0.281
H 0.006 -0.297 5.450  0.263
H -3.398 2.855 -2.708  0.233

Energy above the lowest of the compared OMol25 structures with the same formula, charge and spin: 0.000 eV
Largest force on an atom: 7.5 eV/Å
2S+1: 1
LUMO level: -2.35 eV
Total charge: +1



# 3
Formula: C5H39N2O13S
Source: OMol25
Level of theory: ωB97M-V/def2-TZVPD

Last column: Mulliken charge in e.
Element x y z (Å)
S -3.753 1.400 -0.375  -0.281
O -0.264 3.316 -2.984  -0.809
O -3.480 -0.558 2.950  -0.729
O -1.072 4.220 -0.695  -0.767
O -0.993 -1.417 2.162  -0.935
O 1.954 -0.652 1.769  -0.536
O 0.974 1.411 3.269  -0.742
O 2.009 3.199 -0.063  -0.657
O -2.101 -2.770 0.387  -0.708
O -1.575 0.924 2.932  -0.912
O 2.134 -3.113 1.404  -0.638
O -0.308 2.347 1.110  -0.556
O -0.279 -4.032 -1.880  -0.600
O -0.438 -1.624 -3.636  -0.754
N -0.193 -0.335 -0.996  1.423
N 2.469 -1.471 -2.495  -0.601
C 3.615 -0.434 -0.573  -1.508
C 1.160 0.230 -1.142  -0.794
C -1.095 0.703 -1.457  0.423
C -2.509 0.078 -1.098  0.018
C 2.227 -0.877 -1.218  2.282
H 1.997 4.239 -0.141  0.306
H 0.248 -4.401 -1.245  0.279
H -3.182 1.471 0.837  0.164
H 0.368 2.293 1.811  0.392
H -3.929 -0.642 2.118  0.276
H 1.693 3.023 0.859  0.251
H -2.224 0.730 3.730  0.409
H 2.599 -0.762 -3.209  0.307
H -0.442 3.551 -0.164  0.386
H 1.228 0.698 -2.066  1.065
H 1.697 -2.127 -2.741  0.354
H -1.570 -0.135 2.594  0.548
H -3.117 -0.445 -1.841  0.344
H 4.080 0.170 -1.262  0.570
H 1.403 0.980 -0.341  -0.642
H -0.927 0.817 -2.530  1.035
H -0.929 1.696 -1.031  -1.322
H 2.955 -2.727 1.637  0.302
H -2.654 -1.207 2.832  0.468
H 4.250 -1.334 -0.281  0.212
H -0.375 -1.881 2.687  0.039
H -1.962 -3.725 0.491  0.287
H -2.297 -0.566 -0.229  -0.356
H 1.962 0.348 1.688  0.214
H 1.786 -3.013 0.550  0.258
H 3.497 0.221 0.242  0.305
H 0.985 -0.932 1.421  0.223
H 1.719 -1.631 -0.563  -1.498
H 0.145 2.554 -2.537  0.221
H -0.465 -1.023 -2.882  0.134
H -0.967 1.689 1.199  0.065
H 0.748 1.867 4.063  0.227
H -1.263 -2.135 -3.390  0.301
H -0.611 3.759 -2.180  0.517
H 0.079 0.895 3.125  0.339
H -0.451 -0.732 -0.078  -0.605
H -0.978 -3.617 -1.381  0.295
H -1.948 3.866 -0.316  0.371
H -1.630 -2.377 1.151  0.336

Energy above the lowest of the compared OMol25 structures with the same formula, charge and spin: 3.750 eV
Largest force on an atom: 3.8 eV/Å
2S+1: 1
LUMO level: 2.55 eV
Total charge: -1



# 4
Formula: C5H39N2O14
Source: OMol25
Level of theory: ωB97M-V/def2-TZVPD

Last column: Mulliken charge in e.
Element x y z (Å)
O -1.039 1.160 -3.024  -0.777
O -3.276 0.691 -1.775  -0.825
O 0.138 2.426 -0.297  -0.820
O 2.367 -0.921 -3.497  -0.602
O 2.899 1.363 2.866  -0.610
O 1.428 3.256 1.747  -0.678
O 1.532 2.521 -2.761  -0.670
O -2.652 -1.847 -2.099  -0.595
O -2.495 2.670 0.084  -0.748
O 3.651 1.161 -1.420  -0.642
O 0.190 -0.692 -1.632  -0.739
O -0.078 0.215 3.200  -0.568
O -2.291 1.398 2.485  -0.765
O -2.312 -1.418 3.111  -0.646
N -0.442 -2.343 -0.301  0.065
N 1.866 0.450 0.280  0.489
C 1.496 -1.010 0.416  1.124
C -0.545 -3.052 1.013  -0.040
C 0.343 -1.319 -0.565  0.025
C 2.706 -1.882 0.183  -1.845
C -1.917 -3.676 1.024  -1.386
H -1.284 0.870 -3.915  0.302
H -2.973 0.724 2.576  0.304
H -0.277 -2.297 1.750  0.211
H 1.650 0.943 1.147  0.004
H 2.892 0.575 0.069  0.530
H 1.164 3.705 2.554  0.300
H -3.382 -2.286 -2.550  0.260
H -3.121 -1.138 -1.610  0.323
H 0.666 3.406 1.102  0.345
H 1.495 -0.832 -3.083  0.310
H -2.008 -4.593 0.397  0.383
H -2.261 -3.966 2.041  0.347
H -2.795 -3.041 0.858  0.318
H -2.371 0.799 -2.178  0.574
H -2.942 2.023 -0.524  0.400
H 4.124 0.507 -1.935  0.285
H 0.476 2.746 -1.154  0.340
H -2.262 -1.935 3.912  0.275
H -1.570 -0.805 2.980  0.422
H -1.252 -2.586 -0.974  0.486
H -2.390 1.760 1.579  0.427
H 2.298 2.119 2.745  0.309
H 0.219 -3.902 1.043  0.102
H -3.981 1.006 -2.341  0.276
H -2.803 3.499 -0.298  0.275
H -0.744 0.951 3.068  0.374
H 2.299 -1.487 -4.271  0.275
H 1.113 -1.130 1.437  -0.194
H 2.632 -2.915 0.576  0.381
H -0.742 0.371 -2.496  0.491
H 3.026 -2.225 -0.792  0.385
H -0.823 2.207 -0.386  0.405
H 0.913 1.845 -3.045  0.329
H 1.226 0.926 -0.402  0.058
H 3.173 1.775 -1.987  0.303
H 3.629 -1.553 0.636  0.532
H 0.207 0.308 4.115  0.238
H 1.934 3.071 -3.428  0.265
H 3.278 1.403 3.743  0.303

Energy above the lowest of the compared OMol25 structures with the same formula, charge and spin: 1.181 eV
Largest force on an atom: 2.6 eV/Å
2S+1: 1
LUMO level: -2.37 eV
Total charge: +1



| no. | highest occupied orbital energy (eV) |
| --- | --- |
| 1 | -7.762 |
| 2 | -11.121 |
| 3 | -6.071 |
| 4 | -12.853 |